[1]
25
Properties=species:S:1:pos:R:3:lowdin_charge:R:1 method="wB97M-V/def2-TZVPD" gap_ha=0.367 lumo_energy_ev=-2.864 mol_weight_g_mol=219.27 total_charge=+1 fmax_ev_per_a=9.033 spin_multiplicity=1 e_homo_ha=-0.4722 relative_energy_kcal_mol=82.2
K -0.629 -1.666 1.200 0.94
C 2.660 -0.225 2.007 -0.80
O 1.715 -0.808 2.567 -0.05
N 3.509 -0.814 1.262 0.19
N 2.839 1.046 2.034 0.19
H 4.157 -0.251 0.731 0.12
H 3.165 -1.668 0.847 0.13
H 2.356 1.585 2.738 0.14
H 3.533 1.436 1.413 0.12
C -3.335 -1.658 -1.004 -0.88
O -2.724 -2.239 -0.224 0.01
N -3.346 -0.416 -1.398 0.18
N -4.257 -2.213 -1.646 0.17
H -4.252 -0.070 -1.682 0.12
H -2.679 0.273 -1.080 0.09
H -4.730 -2.909 -1.088 0.15
H -4.566 -1.660 -2.433 0.13
C 0.401 1.211 -0.615 -0.77
O -0.459 0.305 -0.504 -0.10
N 1.510 1.053 -1.147 0.19
N 0.441 2.280 0.118 0.18
H 2.000 1.922 -1.308 0.13
H 1.748 0.170 -1.576 0.15
H 1.141 2.971 -0.111 0.12
H -0.196 2.346 0.898 0.14

---

[2]
19
Properties=species:S:1:pos:R:3:lowdin_charge:R:1 method="wB97M-V/def2-TZVPD" gap_ha=0.370 lumo_energy_ev=1.083 mol_weight_g_mol=122.17 total_charge=0 fmax_ev_per_a=2.302 spin_multiplicity=1 e_homo_ha=-0.3303 relative_energy_kcal_mol=83.5
C -0.092 0.604 0.509 -0.34
C -0.412 1.974 0.108 -0.04
C -1.620 -0.034 -0.608 -0.17
C -1.017 -1.317 -0.128 -0.16
C 0.545 -1.501 -0.259 -0.08
C 1.158 -0.287 0.469 -0.33
C -1.269 -0.230 0.829 -0.12
H 2.703 1.013 0.258 0.07
H 1.993 0.572 -1.190 0.09
H -1.304 2.465 0.535 0.12
H 0.403 2.613 -0.195 0.10
H -2.607 0.019 -1.068 0.14
H -1.585 -2.233 -0.229 0.14
H 0.814 -2.442 0.231 0.11
H 0.909 -1.637 -1.295 0.12
H 1.496 -0.530 1.478 0.14
H -1.891 -0.190 1.704 0.14
N 2.293 0.238 -0.254 0.04
N -0.516 0.903 -0.894 0.04

---

[3]
52
Properties=species:S:1:pos:R:3:lowdin_charge:R:1 method="wB97M-V/def2-TZVPD" gap_ha=0.273 lumo_energy_ev=0.232 mol_weight_g_mol=608.67 total_charge=0 fmax_ev_per_a=3.117 spin_multiplicity=1 e_homo_ha=-0.2644 relative_energy_kcal_mol=36.9
Sr -0.503 -0.626 0.305 1.08
C 3.984 -2.039 1.696 -0.07
C 3.907 -1.796 3.061 -0.06
C 2.933 -0.951 3.544 -0.01
C 2.030 -0.330 2.670 -0.22
N 2.110 -0.577 1.346 0.03
C 3.056 -1.409 0.897 -0.17
C 0.950 0.594 3.160 -0.24
C 0.988 1.041 4.487 -0.07
C -0.015 1.860 4.977 -0.11
C -1.039 2.265 4.125 -0.11
C -1.039 1.830 2.806 -0.17
C -0.063 0.972 2.260 -0.22
H 4.725 -2.702 1.271 0.10
H 4.600 -2.272 3.745 0.11
H 2.859 -0.783 4.607 0.10
H 3.060 -1.579 -0.176 0.09
H 1.798 0.773 5.156 0.09
H 0.005 2.184 6.011 0.09
H -1.825 2.915 4.494 0.09
H -1.845 2.192 2.168 0.08
S 0.686 1.905 -2.045 0.58
C 1.999 0.920 -2.370 -0.93
N 3.276 1.170 -2.016 0.02
C 4.183 0.077 -2.352 -0.14
C 3.339 -0.727 -3.355 -0.13
N 1.988 -0.249 -3.060 0.01
H 3.455 1.830 -1.279 0.14
H 4.435 -0.514 -1.471 0.09
H 5.104 0.452 -2.793 0.12
H 3.422 -1.799 -3.197 0.11
H 3.620 -0.503 -4.386 0.12
H 1.203 -0.443 -3.657 0.13
C -4.787 -3.117 -2.301 -0.08
C -4.930 -3.032 -0.802 -0.25
O -3.722 -3.532 -0.150 -0.29
P -2.602 -2.508 0.260 -0.04
O -2.428 -1.376 -0.739 -0.56
Te -0.617 -3.682 0.790 0.45
O -3.166 -1.726 1.541 -0.31
C -3.395 -2.434 2.789 -0.29
C -4.038 -1.470 3.751 -0.07
H -5.721 -2.816 -2.778 0.08
H -4.547 -4.136 -2.604 0.08
H -3.992 -2.454 -2.641 0.07
H -5.736 -3.664 -0.437 0.12
H -5.122 -2.009 -0.479 0.11
H -2.439 -2.794 3.167 0.08
H -4.028 -3.302 2.596 0.12
H -3.377 -0.622 3.935 0.08
H -4.238 -1.972 4.699 0.08
H -4.978 -1.090 3.349 0.08

---

[4]
16
Properties=species:S:1:pos:R:3:lowdin_charge:R:1 method="wB97M-V/def2-TZVPD" gap_ha=0.379 lumo_energy_ev=0.956 mol_weight_g_mol=86.13 total_charge=0 fmax_ev_per_a=1.091 spin_multiplicity=1 e_homo_ha=-0.3436 relative_energy_kcal_mol=29.9
C -1.853 1.347 -1.184 0.01
C -1.106 0.396 -1.699 -0.29
O -0.466 -0.454 -2.181 0.16
H -1.656 1.734 -0.193 0.06
H -2.674 1.722 -1.776 0.06
C 1.270 0.721 0.482 -0.12
C 0.170 -0.260 0.894 -0.33
C 0.540 -1.709 0.600 -0.12
H 0.944 1.767 0.536 0.07
H 1.622 0.532 -0.540 0.07
H 2.134 0.610 1.147 0.07
H -0.058 -0.125 1.956 0.11
H -0.776 -0.045 0.399 0.04
H 0.832 -1.830 -0.449 0.06
H -0.306 -2.378 0.786 0.07
H 1.381 -2.031 1.223 0.07

---

[5]
58
Properties=species:S:1:pos:R:3:lowdin_spin:R:1 method="wB97M-V/def2-TZVPD" gap_ha="0.258 / 0.245" lumo_energy_ev="-2.031 / -4.072" mol_weight_g_mol=677.93 total_charge=+1 fmax_ev_per_a=0.538 spin_multiplicity=5 e_homo_ha="-0.3324 / -0.3944" relative_energy_kcal_mol=0.0
Ir -0.335 0.481 0.107 2.18
C -2.144 2.015 -4.161 0.02
C -1.584 1.249 -2.989 0.17
S -1.395 2.082 -1.538 0.47
C -1.279 -0.112 -3.141 0.19
C -1.513 -0.786 -4.470 0.02
S -0.649 -1.053 -1.884 0.41
H -2.451 3.015 -3.865 0.00
H -3.001 1.500 -4.598 0.00
H -1.392 2.111 -4.949 0.01
H -2.582 -0.952 -4.632 0.01
H -1.016 -1.751 -4.510 0.00
H -1.157 -0.174 -5.298 0.00
N 2.028 0.932 3.062 0.01
C 0.798 1.461 3.235 0.02
N -0.215 1.176 2.451 0.09
C -1.377 1.781 2.920 0.01
C -1.224 2.557 4.011 0.00
S 0.419 2.521 4.539 0.01
C -2.617 1.451 2.210 0.00
C -3.882 1.727 2.585 0.00
S -4.993 1.046 1.456 0.01
C -3.670 0.435 0.538 0.01
N -2.492 0.722 1.036 0.07
N -3.840 -0.320 -0.571 0.00
H 2.162 0.266 2.321 0.00
H 2.821 1.239 3.594 0.00
H -1.964 3.136 4.536 0.00
H -4.228 2.258 3.455 0.00
H -4.735 -0.322 -1.027 0.00
H -3.027 -0.445 -1.162 0.00
C 2.887 2.250 -0.088 0.03
P 1.895 0.870 -0.747 0.08
C 2.992 -0.573 -0.594 0.02
C 1.930 1.208 -2.527 0.00
H 3.753 2.423 -0.729 0.00
H 3.234 2.029 0.919 0.00
H 2.288 3.160 -0.048 0.00
H 3.972 -0.364 -1.027 0.00
H 2.535 -1.412 -1.119 0.00
H 3.115 -0.867 0.450 0.00
H 2.963 1.291 -2.867 0.00
H 1.400 2.136 -2.741 0.00
H 1.440 0.395 -3.060 0.00
N -0.736 -1.661 1.197 0.10
C 0.410 -2.492 1.370 0.01
C 1.169 -2.354 2.525 0.01
C 2.347 -3.075 2.668 0.00
C 2.768 -3.934 1.663 0.01
C 1.992 -4.079 0.521 0.00
C 0.815 -3.360 0.366 0.01
H -1.120 -1.352 2.083 0.00
H -1.479 -2.077 0.647 0.00
H 0.829 -1.700 3.319 0.00
H 2.927 -2.975 3.576 0.00
H 3.682 -4.501 1.777 0.00
H 2.304 -4.760 -0.261 0.00
H 0.220 -3.471 -0.533 0.00

---

[6]
146
Properties=species:S:1:pos:R:3:lowdin_charge:R:1 method="wB97M-V/def2-TZVPD" gap_ha=0.339 lumo_energy_ev=-0.011 mol_weight_g_mol=1161.59 total_charge=0 fmax_ev_per_a=4.329 spin_multiplicity=1 e_homo_ha=-0.3391
C 7.314 1.633 7.307 -0.07
C 6.287 0.706 7.961 -0.27
O 6.820 -0.608 7.922 -0.21
P 7.707 -1.176 9.161 0.47
O 8.630 -0.156 9.770 -0.26
O 6.612 -1.635 10.215 -0.16
C 5.924 -2.838 9.952 -0.27
C 4.555 -3.019 10.761 -0.05
O 8.430 -2.518 8.598 -0.20
C 9.382 -2.440 7.521 -0.26
C 10.829 -2.664 7.903 -0.07
H 8.248 1.642 7.870 0.07
H 7.418 1.557 6.225 0.08
H 6.884 2.627 7.430 0.07
H 5.965 0.943 8.975 0.12
H 5.391 0.647 7.343 0.12
H 5.694 -2.877 8.887 0.10
H 6.516 -3.734 10.137 0.11
H 3.972 -3.875 10.423 0.07
H 4.768 -3.111 11.826 0.07
H 3.894 -2.180 10.545 0.07
H 9.007 -3.291 6.953 0.12
H 9.355 -1.473 7.019 0.11
H 11.192 -3.683 7.771 0.08
H 11.371 -1.965 7.266 0.07
H 10.998 -2.256 8.900 0.08
C 5.140 1.569 -0.778 -0.05
C 3.971 1.903 0.188 -0.32
O 2.959 1.020 -0.055 -0.18
P 1.724 1.458 -1.001 0.47
O 0.835 2.449 -0.389 -0.23
O 2.437 2.028 -2.341 -0.20
C 1.693 2.664 -3.441 -0.21
C 2.120 2.313 -4.920 -0.07
O 0.973 0.073 -1.407 -0.18
C 0.105 -0.523 -0.501 -0.31
C -1.361 -0.073 -0.678 -0.06
H 5.872 2.255 -0.351 0.07
H 5.527 0.564 -0.609 0.08
H 4.884 1.784 -1.815 0.07
H 4.272 1.805 1.231 0.12
H 3.641 2.938 0.097 0.12
H 0.654 2.349 -3.542 0.11
H 1.790 3.723 -3.204 0.12
H 3.082 2.772 -5.150 0.06
H 2.245 1.250 -5.129 0.07
H 1.427 2.854 -5.564 0.07
H 0.040 -1.601 -0.652 0.11
H 0.470 -0.356 0.513 0.11
H -2.126 -0.846 -0.607 0.07
H -1.542 0.864 -0.150 0.07
H -1.350 0.183 -1.737 0.07
C -16.497 2.023 0.033 -0.06
C -15.331 2.435 0.927 -0.28
O -14.155 2.387 0.123 -0.22
P -13.034 1.160 0.334 0.58
O -13.638 -0.048 0.948 -0.24
O -12.226 1.094 -1.126 -0.19
C -11.961 2.282 -1.780 -0.32
C -12.213 2.151 -3.307 -0.05
O -11.909 1.911 1.239 -0.19
C -10.724 1.349 1.722 -0.27
C -9.506 2.301 1.396 -0.06
H -16.612 2.584 -0.895 0.07
H -16.325 1.011 -0.333 0.08
H -17.413 2.061 0.622 0.08
H -15.371 3.387 1.456 0.12
H -15.226 1.795 1.803 0.11
H -12.658 3.042 -1.426 0.10
H -10.972 2.585 -1.436 0.11
H -12.184 3.070 -3.891 0.07
H -11.401 1.483 -3.595 0.07
H -13.087 1.573 -3.609 0.08
H -10.766 1.167 2.796 0.11
H -10.390 0.395 1.314 0.11
H -9.491 2.554 0.336 0.06
H -9.455 3.227 1.968 0.07
H -8.565 1.805 1.632 0.07
C 2.137 -0.996 -10.838 -0.09
N 0.763 -1.371 -10.709 -0.25
C 0.168 -1.219 -9.387 -0.01
C 0.109 -1.681 -11.894 -0.29
O -1.135 -1.718 -12.022 -0.03
H 2.200 0.012 -10.431 0.08
H 2.648 -0.970 -11.801 0.09
H 2.662 -1.665 -10.156 0.09
H -0.859 -1.552 -9.540 0.10
H 0.818 -1.902 -8.840 0.09
H 0.420 -0.180 -9.178 0.09
H 0.798 -1.865 -12.734 0.13
C 0.026 5.541 7.512 -0.06
N 1.321 5.715 6.816 -0.18
C 1.765 5.025 5.574 -0.04
C 2.137 6.724 7.295 -0.38
O 3.249 6.976 6.970 0.04
H -0.731 6.107 6.969 0.08
H 0.086 5.785 8.572 0.08
H -0.287 4.505 7.386 0.08
H 1.148 5.193 4.691 0.08
H 2.750 5.332 5.221 0.08
H 1.757 3.944 5.711 0.08
H 1.582 7.322 8.035 0.13
C -3.599 4.125 -8.996 -0.03
N -4.692 3.224 -8.538 -0.21
C -5.345 3.486 -7.347 -0.08
C -5.153 2.222 -9.275 -0.39
O -6.016 1.451 -8.972 0.04
H -2.987 4.458 -8.157 0.08
H -4.071 5.043 -9.346 0.08
H -2.999 3.831 -9.857 0.08
H -4.766 4.280 -6.874 0.09
H -6.405 3.605 -7.571 0.10
H -5.232 2.702 -6.599 0.10
H -4.604 2.131 -10.225 0.13
Cl 8.436 0.426 -9.784 0.55
C 9.591 0.784 -8.515 -0.66
C 8.918 0.352 -7.169 -0.64
Cl 7.894 1.734 -6.688 0.52
H 9.716 1.865 -8.565 0.05
H 10.430 0.134 -8.763 0.06
H 9.585 0.051 -6.361 0.07
H 8.158 -0.429 -7.176 0.05
Cl -4.514 -6.755 1.950 0.50
C -4.944 -6.719 0.169 -0.60
C -5.832 -7.919 -0.098 -0.70
Cl -6.041 -8.337 -1.807 0.54
H -3.999 -6.849 -0.358 0.07
H -5.485 -5.810 -0.094 0.08
H -6.856 -7.831 0.267 0.07
H -5.307 -8.807 0.254 0.05
Cl 9.080 -5.951 -2.131 0.48
C 8.415 -5.929 -0.422 -0.62
C 9.252 -6.755 0.557 -0.61
Cl 9.050 -8.539 0.157 0.50
H 7.475 -6.470 -0.533 0.05
H 8.400 -4.869 -0.169 0.07
H 9.126 -6.465 1.600 0.08
H 10.247 -6.450 0.233 0.05
Cl 2.120 -2.772 4.628 0.57
C 2.595 -4.205 3.747 -0.74
C 1.882 -5.468 3.994 -0.61
Cl 1.900 -5.938 5.779 0.49
H 3.584 -4.410 4.157 0.06
H 2.846 -4.036 2.700 0.09
H 2.245 -6.282 3.366 0.08
H 0.831 -5.433 3.708 0.07

---

[7]
116
Properties=species:S:1:pos:R:3:lowdin_charge:R:1 method="wB97M-V/def2-TZVPD" gap_ha=0.310 lumo_energy_ev=0.438 mol_weight_g_mol=1121.96 total_charge=0 fmax_ev_per_a=1.343 spin_multiplicity=1 e_homo_ha=-0.2940 relative_energy_kcal_mol=18.8
Sr 0.034 -0.200 -0.191 1.01
O 1.743 2.513 1.114 -0.08
N 0.473 2.885 0.723 0.00
C 0.489 3.858 -0.088 -0.15
C 1.666 4.563 -0.645 -0.22
C 1.786 5.930 -0.390 -0.03
C 2.829 6.654 -0.938 -0.07
C 3.747 6.022 -1.770 -0.07
C 3.614 4.673 -2.044 -0.07
C 2.586 3.922 -1.476 -0.30
P 2.280 2.163 -1.887 1.07
C 3.881 1.324 -1.642 -0.36
C 3.985 0.420 -0.587 -0.10
C 5.163 -0.277 -0.355 -0.07
C 6.255 -0.079 -1.187 -0.08
C 6.167 0.812 -2.245 -0.08
C 4.988 1.504 -2.470 -0.10
C 2.137 2.269 -3.700 -0.38
C 2.556 1.237 -4.534 -0.13
C 2.317 1.293 -5.899 -0.08
C 1.652 2.376 -6.452 -0.09
C 1.222 3.408 -5.628 -0.10
C 1.460 3.352 -4.264 -0.12
H 1.550 1.741 1.674 0.03
H -0.506 4.194 -0.369 0.12
H 1.055 6.420 0.242 0.12
H 2.921 7.712 -0.730 0.10
H 4.557 6.585 -2.215 0.10
H 4.310 4.195 -2.719 0.10
H 3.144 0.246 0.074 0.07
H 5.217 -0.977 0.467 0.09
H 7.172 -0.629 -1.015 0.10
H 7.012 0.960 -2.904 0.10
H 4.918 2.168 -3.322 0.10
H 3.045 0.369 -4.114 0.07
H 2.649 0.478 -6.530 0.10
H 1.468 2.417 -7.518 0.10
H 0.706 4.263 -6.047 0.10
H 1.128 4.173 -3.638 0.11
Br -3.284 4.073 3.857 0.72
C -2.156 2.606 4.306 -0.74
C -1.904 2.358 5.649 -0.11
C -1.103 1.270 5.952 -0.05
C -0.587 0.501 4.915 0.01
C -0.900 0.870 3.616 -0.19
N -1.686 1.901 3.308 0.12
C -0.380 0.059 2.463 -0.67
O -1.150 -0.768 1.937 -0.10
O 0.805 0.244 2.058 -0.21
H -2.324 2.993 6.415 0.10
H -0.886 1.030 6.984 0.11
H 0.047 -0.355 5.100 0.12
S -4.605 2.263 -0.019 1.07
C -3.260 1.293 0.425 -0.47
N -2.240 1.314 -0.365 -0.03
C -2.495 2.135 -1.457 -0.34
C -1.618 2.325 -2.532 -0.03
C -2.025 3.140 -3.565 -0.06
C -3.281 3.768 -3.536 -0.08
C -4.151 3.583 -2.486 -0.08
C -3.750 2.747 -1.441 -0.47
H -3.270 0.691 1.324 0.08
H -0.652 1.831 -2.563 0.08
H -1.369 3.288 -4.413 0.09
H -3.573 4.403 -4.362 0.11
H -5.119 4.065 -2.481 0.11
C 0.180 -3.944 1.934 -0.27
P 1.270 -3.106 0.723 0.98
C 2.856 -3.155 1.636 -0.37
C 3.692 -4.270 1.631 -0.08
C 4.866 -4.275 2.368 -0.08
C 5.214 -3.168 3.130 -0.09
C 4.385 -2.057 3.148 -0.09
C 3.217 -2.047 2.398 -0.11
C 1.505 -4.373 -0.564 -0.41
C 0.741 -5.535 -0.631 -0.11
C 0.899 -6.429 -1.682 -0.09
C 1.831 -6.175 -2.674 -0.09
C 2.601 -5.019 -2.614 -0.08
C 2.432 -4.122 -1.575 -0.14
H -0.833 -4.031 1.539 0.04
H 0.124 -3.315 2.822 0.04
H 0.556 -4.929 2.218 0.05
H 3.431 -5.136 1.034 0.11
H 5.509 -5.145 2.346 0.10
H 6.131 -3.173 3.706 0.10
H 4.650 -1.186 3.734 0.11
H 2.576 -1.172 2.411 0.08
H 0.007 -5.757 0.133 0.09
H 0.289 -7.323 -1.720 0.10
H 1.955 -6.868 -3.496 0.10
H 3.322 -4.805 -3.392 0.11
H 3.011 -3.206 -1.573 0.08
C -2.862 -3.305 -4.732 -0.19
N -2.622 -4.010 -3.476 -0.15
C -3.891 -4.142 -2.770 -0.20
N -4.592 -2.880 -2.541 -0.15
C -4.762 -2.212 -3.831 -0.20
N -3.522 -2.010 -4.576 -0.15
C -2.647 -1.043 -3.906 -0.32
P -2.147 -1.582 -2.213 0.93
C -1.630 -3.301 -2.667 -0.35
C -3.844 -2.026 -1.615 -0.34
H -3.505 -3.931 -5.358 0.12
H -1.911 -3.163 -5.250 0.13
H -3.713 -4.632 -1.810 0.12
H -4.547 -4.782 -3.368 0.12
H -5.242 -1.243 -3.672 0.12
H -5.424 -2.831 -4.443 0.12
H -3.158 -0.076 -3.845 0.08
H -1.743 -0.886 -4.501 0.09
H -1.423 -3.875 -1.758 0.08
H -0.682 -3.238 -3.206 0.06
H -4.415 -1.104 -1.449 0.08
H -3.768 -2.519 -0.641 0.09
Cl 1.223 -1.110 -2.525 -0.18

---

Please write out number 2 again, unchanged.
19
Properties=species:S:1:pos:R:3:lowdin_charge:R:1 method="wB97M-V/def2-TZVPD" gap_ha=0.370 lumo_energy_ev=1.083 mol_weight_g_mol=122.17 total_charge=0 fmax_ev_per_a=2.302 spin_multiplicity=1 e_homo_ha=-0.3303 relative_energy_kcal_mol=83.5
C -0.092 0.604 0.509 -0.34
C -0.412 1.974 0.108 -0.04
C -1.620 -0.034 -0.608 -0.17
C -1.017 -1.317 -0.128 -0.16
C 0.545 -1.501 -0.259 -0.08
C 1.158 -0.287 0.469 -0.33
C -1.269 -0.230 0.829 -0.12
H 2.703 1.013 0.258 0.07
H 1.993 0.572 -1.190 0.09
H -1.304 2.465 0.535 0.12
H 0.403 2.613 -0.195 0.10
H -2.607 0.019 -1.068 0.14
H -1.585 -2.233 -0.229 0.14
H 0.814 -2.442 0.231 0.11
H 0.909 -1.637 -1.295 0.12
H 1.496 -0.530 1.478 0.14
H -1.891 -0.190 1.704 0.14
N 2.293 0.238 -0.254 0.04
N -0.516 0.903 -0.894 0.04